1.
Entry from the OMol25 dataset: a molecular structure, C18H15Br3CrF3 in a non-equilibrium geometry (ωB97M-V/def2-TZVPD).

Geometry (Å):
Br  1.25477  2.12927  0.72646
Br  2.39178  0.26924  -2.91514
Br  0.19401  -2.38541  -0.31510
Cr  1.06680  -0.00691  -0.61046
F  -1.21177  0.30970  0.63503
F  -0.83297  0.57872  -1.94187
F  3.28179  -0.66918  0.08497
C  6.62979  -0.60530  1.69196
C  4.98409  -2.35091  0.27140
C  -4.23360  1.86461  -3.74267
C  4.51096  -1.04014  0.54611
C  -3.83226  2.43657  -2.54958
C  5.34749  -0.11848  1.19922
C  -2.29509  0.48876  -3.81769
C  -4.14588  -0.15900  3.39429
C  -3.39341  1.02567  -4.49925
C  7.08896  -1.91923  1.48283
C  6.22241  -2.75649  0.79746
C  -2.67680  1.99758  -1.98365
C  -2.07613  0.83442  2.73582
C  -2.19656  0.12853  1.57189
C  -3.28797  -0.68637  1.19329
C  -4.25534  -0.84347  2.17411
C  -1.92763  1.04840  -2.57538
C  -3.09200  0.71291  3.66382
H  -2.30856  2.37090  -1.03950
H  -5.12584  2.27651  -4.19059
H  7.24983  0.00783  2.32916
H  -4.97303  -1.62714  1.98127
H  -1.62556  -0.31871  -4.07480
H  -3.27906  -1.14654  0.21627
H  -4.94802  -0.26020  4.11035
H  6.51258  -3.76638  0.54781
H  4.33893  -3.05653  -0.23087
H  8.05786  -2.31241  1.75312
H  -3.14299  1.22680  4.61236
H  -3.69450  0.75984  -5.50179
H  5.01667  0.90643  1.27993
H  -1.23820  1.48162  2.94891
H  -4.35573  3.17432  -1.95958

Values from the calculation:
multiplicity: 6
net charge: -2
frontier orbital gap (spin up / spin down): 2.964 / 6.240 eV

List of natural (NBO) charges in e, atom by atom: -0.853 -0.884 -0.855 0.630 -0.318 -0.303 -0.303 -0.203 -0.265 -0.248 0.439 -0.214 -0.280 -0.265 -0.260 -0.218 -0.273 -0.209 -0.280 -0.286 0.433 -0.260 -0.219 0.426 -0.204 0.244 0.188 0.195 0.201 0.250 0.248 0.189 0.193 0.244 0.200 0.199 0.205 0.250 0.259 0.207



2.
Entry from the OMol25 dataset: a molecular structure, C18H15BrN6Zr in a non-equilibrium geometry (ωB97M-V/def2-TZVPD).

Geometry (Å):
Zr  0.42399  -0.11235  0.00554
Br  -5.71944  3.89881  -0.37402
N  4.55553  1.04607  -0.10787
N  -1.73678  -0.61409  0.01127
N  1.03940  2.02882  0.19875
N  2.64467  3.53686  0.24380
N  2.68299  -0.13717  -0.11702
N  0.33853  -2.34732  0.03603
C  3.23802  1.10786  -0.03563
C  1.11824  -4.64072  0.07424
C  4.93133  -0.27062  -0.25409
C  0.47302  3.29872  0.39639
C  -2.75910  0.37179  -0.03392
C  -3.16647  2.71238  -0.49004
C  -4.98701  1.21644  0.10325
C  1.45785  4.22340  0.41603
C  -0.17410  -5.12752  0.07213
C  3.78874  -0.99012  -0.26296
C  2.37519  2.24858  0.12778
C  -4.11574  0.14908  0.19831
C  1.32752  -3.26930  0.05900
C  -4.52972  2.49968  -0.23284
C  -2.01189  -1.88976  0.04305
C  -1.23061  -4.20231  0.06234
C  -0.95153  -2.85710  0.04576
C  -2.31141  1.63918  -0.38504
H  3.73700  -2.05203  -0.38341
H  -2.82956  3.69592  -0.78924
H  -4.52509  -0.81524  0.46858
H  -2.26047  -4.53936  0.07070
H  1.42765  5.29520  0.54343
H  -3.03929  -2.24048  0.05218
H  2.33068  -2.89674  0.08011
H  -0.58102  3.46525  0.52238
H  -0.37406  -6.19315  0.08668
H  -6.04241  1.06280  0.28719
H  1.97425  -5.30331  0.09332
H  3.55834  3.98149  0.22588
H  5.96500  -0.56970  -0.34369
H  -1.25338  1.76839  -0.64444
H  5.21117  1.82166  -0.06993

Values from the calculation:
multiplicity: 1
net charge: +4
frontier orbital gap (spin up / spin down): 3.030 / 3.037 eV
energy relative to the best compared isomer or geometry (same formula, charge and spin): 1.467 eV

List of natural (NBO) charges in e, atom by atom: 2.827 0.317 -0.413 -0.686 -0.737 -0.414 -0.721 -0.714 0.357 -0.192 0.029 -0.047 0.119 -0.203 -0.158 0.026 -0.010 -0.045 0.368 -0.196 0.153 -0.053 0.235 -0.112 0.081 -0.230 0.251 0.266 0.249 0.289 0.308 0.264 0.212 0.274 0.300 0.285 0.298 0.483 0.308 0.148 0.483



3.
Entry from the OMol25 dataset: a molecular structure, C18H15CdCl in a non-equilibrium geometry (ωB97M-V/def2-TZVPD).

Geometry (Å):
Cd  0.29301  1.26165  -1.88160
Cl  2.73406  0.77900  -1.47026
C  0.23479  -0.00641  3.32627
C  -2.02314  0.94094  3.21054
C  -0.66058  0.96219  1.23309
C  0.32327  -2.12427  -1.42468
C  -0.81300  0.60346  2.59373
C  0.23719  -2.57985  0.83689
C  -0.55787  -2.41388  -0.33880
C  -0.56611  1.19662  0.01670
C  0.40451  2.69657  -3.61001
C  1.46880  1.80201  -4.00601
C  -1.17620  0.07210  5.31189
C  0.03434  -0.27204  4.67909
C  1.66647  -2.13061  -0.91554
C  -2.19563  0.68650  4.57163
C  0.88842  0.60625  -4.51353
C  -0.51990  0.68893  -4.38689
C  1.61399  -2.39133  0.48340
C  -0.84041  1.96918  -3.80574
H  -1.84172  2.36901  -3.66362
H  -1.30767  -0.13807  6.38128
H  2.55618  -1.86051  -1.47680
H  -3.14324  0.92238  5.04512
H  -1.22782  -0.04953  -4.76860
H  2.46367  -2.42311  1.16381
H  1.17884  -0.21322  2.80488
H  -0.13345  -2.75086  1.84739
H  2.53225  2.00693  -3.94182
H  0.03286  -1.91785  -2.45565
H  -1.64420  -2.46507  -0.38629
H  0.80589  -0.76893  5.25639
H  -2.78671  1.40526  2.58774
H  1.44172  -0.19936  -4.99381
H  0.52738  3.73589  -3.31017

Values from the calculation:
multiplicity: 1
net charge: -2
frontier orbital gap: 4.670 eV
energy relative to the best compared isomer or geometry (same formula, charge and spin): 0.097 eV

List of natural (NBO) charges in e, atom by atom: 1.617 -0.866 -0.201 -0.230 -0.228 -0.412 0.014 -0.382 -0.366 -0.511 -0.508 -0.335 -0.264 -0.224 -0.330 -0.233 -0.349 -0.365 -0.380 -0.463 0.212 0.188 0.202 0.188 0.207 0.169 0.253 0.169 0.236 0.180 0.171 0.196 0.214 0.210 0.221



4.
Entry from the OMol25 dataset: C18H15Cl2NO5S in the gas phase in a non-equilibrium geometry (ωB97M-V/def2-TZVPD).

Geometry (Å):
Cl  -1.15694  -4.11827  1.16443
Cl  -1.33415  0.84326  -2.56539
S  -4.07502  -0.77405  -1.90628
O  4.41309  -1.15817  -1.54295
O  -0.20032  1.11181  3.16971
O  -4.71710  0.14071  1.24231
O  -2.71262  0.95879  0.64438
O  3.69754  -1.67872  0.58388
N  -0.31581  1.92784  1.06530
C  2.39915  1.86921  -0.97569
C  1.02649  2.47934  1.04579
C  -2.42514  -2.35438  -0.42361
C  -0.79732  1.26088  2.12656
C  -3.98831  0.60430  0.41282
C  3.62021  -0.14828  -1.07183
C  3.23726  1.01540  -1.69232
C  -0.10796  -0.94610  -0.99405
C  3.19100  -0.45949  0.22187
C  4.48737  -2.11066  -0.50326
C  1.97602  1.56985  0.30924
C  -2.21090  0.70838  1.95222
C  -1.31740  -0.54104  -1.53788
C  -0.05036  -2.04564  -0.15902
C  -1.21339  -2.74991  0.12075
C  -4.32951  0.82374  -1.03683
C  -2.48530  -1.24158  -1.25006
C  2.37424  0.38166  0.93382
H  1.33340  2.57661  2.09021
H  -2.19549  -0.37043  2.14548
H  -3.33148  -2.89619  -0.20343
H  -0.84270  1.92373  0.20580
H  2.07774  2.78912  -1.43981
H  -5.38741  1.04398  -1.15984
H  5.53464  -2.22180  -0.17920
H  4.11563  -3.08166  -0.86631
H  0.99427  3.46622  0.57860
H  3.56841  1.25146  -2.68930
H  0.88813  -2.35111  0.27470
H  2.04317  0.14226  1.93042
H  0.78796  -0.39571  -1.23113
H  -3.70270  1.58858  -1.49033
H  -2.86838  1.16606  2.70028

Values from the calculation:
multiplicity: 1
SMILES: O=C(COC(=O)CSc1cc(Cl)ccc1Cl)NCc1ccc2c(c1)OCO2
frontier orbital gap: 8.780 eV

List of natural (NBO) charges in e, atom by atom: 0.026 0.017 0.279 -0.476 -0.628 -0.570 -0.531 -0.491 -0.608 -0.218 -0.247 -0.231 0.657 0.790 0.222 -0.261 -0.158 0.294 0.235 -0.033 -0.169 -0.064 -0.238 -0.033 -0.621 -0.208 -0.290 0.242 0.222 0.249 0.416 0.216 0.258 0.160 0.161 0.206 0.233 0.238 0.250 0.234 0.242 0.227



5.
Entry from the OMol25 dataset: a molecular structure, C18H15Cl3N5O2Re in a non-equilibrium geometry (ωB97M-V/def2-TZVPD).

Geometry (Å):
Re  0.25099  0.10057  0.13527
Cl  0.66435  2.26368  -0.41749
Cl  3.22642  3.57023  -0.93837
Cl  2.21771  3.38019  1.77393
O  4.24901  1.17474  0.62869
O  2.22398  0.16540  0.40817
N  -1.98471  -0.04609  -0.28240
N  -0.59936  0.31356  1.96300
N  -1.19290  -3.67917  -0.61759
N  -0.04652  -1.92368  0.04159
N  -2.18708  1.01339  3.28998
C  2.11125  -3.16308  0.60800
C  -0.00073  0.55073  3.20761
C  0.54773  1.23418  5.80463
C  2.37822  2.62526  0.21358
C  -1.01701  1.00518  4.05734
C  0.60592  -5.43524  -0.24048
C  -2.36109  -1.44068  -0.69576
C  -1.90512  0.60145  2.06615
C  -1.22406  -2.37193  -0.43235
C  0.07019  -4.15940  -0.25396
C  1.91214  -5.55155  0.20833
C  1.30317  0.37930  3.66154
C  2.64758  -4.43653  0.62887
C  0.79708  -3.03721  0.16459
C  -2.78866  0.48625  0.86867
C  3.09254  1.13918  0.43821
C  1.55820  0.73200  4.97296
C  -0.75942  1.36406  5.37159
H  3.66193  -4.57896  0.97537
H  2.69095  -2.29831  0.90032
H  -3.10295  1.27214  3.63955
H  -1.94610  -4.25414  -0.97549
H  -2.19719  0.55178  -1.07926
H  -2.61277  -1.45727  -1.75848
H  -3.63592  -0.16705  1.07972
H  -1.53599  1.72591  6.03274
H  2.07277  -0.03180  3.02119
H  2.55755  0.61285  5.36889
H  0.03879  -6.29978  -0.55890
H  2.37074  -6.53038  0.22967
H  -3.24621  -1.77822  -0.15543
H  -3.19927  1.46470  0.60982
H  0.79355  1.51969  6.81834

Values from the calculation:
multiplicity: 4
net charge: +3
frontier orbital gap (spin up / spin down): 6.165 / 5.296 eV

List of natural (NBO) charges in e, atom by atom: 1.725 0.141 0.243 0.169 -0.396 -0.690 -0.614 -0.512 -0.437 -0.594 -0.437 -0.219 0.134 -0.145 -0.250 0.104 -0.186 -0.281 0.429 0.431 0.099 -0.140 -0.247 -0.154 0.136 -0.278 0.773 -0.140 -0.194 0.260 0.237 0.471 0.468 0.444 0.280 0.268 0.266 0.236 0.261 0.262 0.265 0.264 0.279 0.267



6.
Entry from the OMol25 dataset: a molecular structure, C18H15F3N3O7RuS2 in a non-equilibrium geometry (ωB97M-V/def2-TZVPD).

Geometry (Å):
Ru  0.06280  0.09960  -1.02060
S  2.96690  0.27920  -0.88070
S  -0.15960  0.14220  -3.73420
F  3.38680  1.26290  -3.34520
F  5.05890  0.27230  -2.45970
F  3.47850  -0.90890  -3.27110
O  4.09850  0.45530  -0.01780
O  1.09450  -0.10800  -2.93670
O  2.05140  1.42520  -0.86060
O  -1.28390  0.03530  -2.68150
O  -0.36730  -0.88970  -4.71210
O  -0.15800  1.48500  -4.26220
O  2.24670  -0.97330  -0.65190
N  -0.22300  -2.10600  -0.14590
N  0.09270  0.07840  1.30980
N  -0.59030  2.22880  -0.08930
C  -0.38140  -2.81800  -2.44420
C  0.32310  -1.08500  3.36100
C  0.35240  -3.55920  1.64260
C  -0.20250  -3.11950  -1.00490
C  -1.53290  2.99300  -2.17690
C  0.40250  3.70080  1.50480
C  0.39380  0.12110  4.03940
C  -0.82980  3.25180  -0.90520
C  0.16140  -1.07610  1.97350
C  3.72740  0.21480  -2.61040
C  0.18020  4.77760  0.65710
C  0.28570  1.30600  3.33170
C  0.04290  -4.42540  -0.55840
C  0.14400  1.24840  1.94570
C  0.08000  -2.28990  1.14490
C  -0.00600  2.43810  1.09890
C  -0.45540  4.55480  -0.54490
C  0.31450  -4.64130  0.77620
H  0.03030  -5.24920  -1.25570
H  0.92560  3.83770  2.43530
H  0.53210  0.13340  5.11060
H  -2.23130  2.16370  -2.06060
H  -1.22230  -2.13980  -2.61430
H  0.53470  -5.62920  1.14840
H  -0.81970  2.66710  -2.94990
H  -0.50110  -3.71300  -3.05010
H  0.38100  -2.01220  3.90610
H  0.28780  2.25400  3.84350
H  0.50290  5.76900  0.94050
H  0.51150  -2.28290  -2.79060
H  -2.03330  3.88700  -2.54100
H  -0.65900  5.36960  -1.22250
H  0.62550  -3.69580  2.67480

Values from the calculation:
multiplicity: 2
frontier orbital gap (spin up / spin down): 7.394 / 7.874 eV
energy relative to the best compared isomer or geometry (same formula, charge and spin): 3.660 eV

List of natural (NBO) charges in e, atom by atom: 1.330 2.313 2.572 -0.300 -0.317 -0.302 -0.931 -0.903 -0.968 -0.899 -0.955 -0.973 -0.972 -0.438 -0.405 -0.470 -0.694 -0.212 -0.225 0.296 -0.704 -0.227 -0.130 0.300 0.206 0.743 -0.134 -0.213 -0.223 0.217 0.182 0.179 -0.226 -0.137 0.232 0.224 0.232 0.249 0.274 0.227 0.309 0.231 0.230 0.233 0.227 0.278 0.222 0.230 0.222



7.
Entry from the OMol25 dataset: 2 unconnected molecules or ions with the total composition C18H15N3O in a non-equilibrium geometry (ωB97M-V/def2-TZVPD).

Geometry (Å):
O  -0.80591  -1.85392  -1.02897
N  0.87375  2.95787  2.38570
N  1.56670  -0.27516  -1.65125
N  3.50734  -0.38710  1.35738
C  -1.84503  1.32264  1.20094
C  -0.86272  -0.68257  -1.45952
C  -1.35963  0.07616  1.64818
C  0.02093  -0.33813  1.42158
C  3.26775  -1.94584  -1.41451
C  0.26669  0.17642  -1.52025
C  1.93452  -1.58825  -1.41765
C  2.41630  0.02166  1.47285
C  -2.25584  -0.80929  2.29367
C  3.86552  0.30936  -1.97557
C  -2.17865  -0.04835  -1.86943
C  0.96145  1.84021  2.04543
C  -3.19016  1.65582  1.35484
C  -3.58743  -0.45857  2.48835
C  4.25676  -1.00108  -1.67701
C  -4.06004  0.76983  1.99795
C  1.08662  0.49284  1.59951
C  2.53778  0.65793  -1.98041
H  5.30845  -1.27385  -1.63758
H  -2.21788  1.00615  -1.55680
H  0.19927  -1.40367  1.24551
H  -1.86002  -1.76870  2.64640
H  -4.26040  -1.14958  3.00545
H  -2.28710  -0.08742  -2.96580
H  -1.15416  2.00574  0.70530
H  4.59676  1.08525  -2.19760
H  3.49881  -2.98162  -1.17273
H  -3.00198  -0.59968  -1.40333
H  -5.11195  1.02992  2.11481
H  2.15376  1.65832  -2.18039
H  -3.55224  2.60643  0.95908
H  0.13960  1.25311  -1.66322
H  1.13235  -2.27288  -1.17087

Values from the calculation:
multiplicity: 1
frontier orbital gap: 6.660 eV
energy relative to the best compared isomer or geometry (same formula, charge and spin): 2.925 eV

List of natural (NBO) charges in e, atom by atom: -0.686 -0.287 -0.236 -0.310 -0.187 0.485 -0.131 0.041 -0.189 -0.312 -0.020 0.294 -0.154 -0.211 -0.693 0.276 -0.163 -0.217 -0.191 -0.203 -0.340 0.006 0.230 0.216 0.254 0.218 0.223 0.230 0.224 0.235 0.233 0.231 0.219 0.223 0.214 0.199 0.279



8.
Entry from the OMol25 dataset: 3 unconnected molecules or ions with the total composition C18H15N3O6 in a non-equilibrium geometry (ωB97M-V/def2-TZVPD).

Geometry (Å):
O  2.95499  -5.85958  0.04838
O  -1.80194  -1.33777  -0.06909
O  1.10674  -4.86651  0.44620
O  1.58648  1.65241  1.05113
O  -2.89760  0.53211  -0.22448
O  2.37711  3.47829  1.71687
N  1.38321  2.80375  1.45740
N  -2.36460  -0.45364  -0.71986
N  2.35837  -4.87210  0.42036
C  -3.38572  0.12872  -4.30153
C  4.35918  -1.46386  2.23782
C  0.06622  3.45023  1.54486
C  -2.16586  -1.87378  -2.80955
C  -2.32677  3.36392  1.20023
C  -2.41795  4.60389  1.83553
C  -1.07053  2.83490  1.02544
C  5.11111  -2.54759  1.65280
C  -2.98953  0.39748  -2.98406
C  -1.32113  5.27164  2.35327
C  3.07651  -3.66730  0.95952
C  -2.47381  -0.65981  -2.21225
C  -2.50921  -2.12601  -4.12907
C  2.31525  -2.54891  1.39224
C  4.43855  -3.59067  1.00362
C  -3.14739  -1.13112  -4.91256
C  2.98675  -1.46193  2.03510
C  -0.08944  4.66636  2.24725
H  -1.92990  -2.69106  -2.14414
H  0.75896  5.20089  2.64838
H  -3.92699  0.92757  -4.78658
H  -3.46953  -1.29895  -5.92965
H  -3.16755  2.81219  0.80643
H  -0.93173  1.89562  0.51076
H  1.25547  -2.48502  1.19428
H  -1.31132  6.21362  2.88145
H  -3.43528  4.90907  2.03128
H  6.18694  -2.64217  1.64561
H  -2.24350  -3.10638  -4.49604
H  4.86410  -0.77594  2.89981
H  5.01388  -4.43093  0.64394
H  2.43760  -0.58800  2.35300
H  -3.26028  1.33630  -2.52394

Values from the calculation:
multiplicity: 1
SMILES: O=[N+]([O-])c1ccccc1.O=[N+]([O-])c1ccccc1.O=[N+]([O-])c1ccccc1
frontier orbital gap: 8.824 eV
energy relative to the best compared isomer or geometry (same formula, charge and spin): 1.062 eV

List of natural (NBO) charges in e, atom by atom: -0.357 -0.360 -0.395 -0.388 -0.393 -0.375 0.512 0.528 0.519 -0.206 -0.174 0.018 -0.200 -0.205 -0.168 -0.175 -0.203 -0.194 -0.227 0.025 0.037 -0.201 -0.171 -0.211 -0.178 -0.211 -0.168 0.251 0.242 0.222 0.227 0.240 0.245 0.254 0.230 0.217 0.222 0.228 0.225 0.240 0.236 0.243